(1)
{
  "formula": "C11H20BaN3P2",
  "method": "ωB97M-V/def2-TZVPD",
  "charge": -1,
  "lumo_ev": [2.35, 2.35],
  "orbital_gap_ev": [3.374, 3.375],
  "multiplicity": 1,
  "de_lowest_kcal_mol": 5.11,
  "symbols": ["C", "C", "C", "C", "C", "Ba", "P", "H", "H", "H", "H", "H", "H", "H", "H", "C", "N", "C", "N", "C", "N", "C", "P", "C", "C", "H", "H", "H", "H", "H", "H", "H", "H", "H", "H", "H", "H"],
  "coordinates": [[0.046400, -0.572899, -2.271999], [-0.864074, -1.355336, -3.050793], [-0.429783, -2.710516, -3.015801], [0.799210, -2.768451, -2.282278], [1.087567, -1.460324, -1.799165], [0.605817, 0.802261, 1.213675], [-0.863351, 3.453225, 0.588865], [0.015824, 0.511460, -2.126063], [-1.746333, -0.975920, -3.563670], [-0.924372, -3.553898, -3.488241], [1.971009, -1.148065, -1.222823], [1.397154, -3.660938, -2.101174], [-1.875349, 3.998453, 1.451598], [-1.344113, 4.084251, -0.602327], [0.119441, 4.472191, 0.888799], [1.239947, -1.175887, 6.208844], [1.453211, 0.034913, 5.373133], [0.310200, 0.970358, 5.518526], [-0.998969, 0.336297, 5.246287], [-1.149717, -0.884034, 6.098680], [-0.047254, -1.843949, 5.926603], [-0.062168, -2.467676, 4.599000], [0.152155, -1.209341, 3.263710], [1.656835, -0.310935, 3.944974], [-1.146062, 0.023272, 3.800193], [1.241201, -0.869049, 7.268057], [2.049818, -1.896702, 6.023260], [0.451992, 1.822294, 4.828491], [0.297716, 1.319098, 6.565977], [-2.092543, -1.391481, 5.847440], [-1.158166, -0.559011, 7.153261], [0.762068, -3.194126, 4.527356], [-1.023663, -2.984291, 4.453746], [1.980033, 0.606430, 3.400574], [2.493367, -1.018178, 3.868557], [-2.130651, -0.444406, 3.642511], [-1.157199, 0.968509, 3.210114]],
  "forces_ev_per_angstrom": [[0.4, -1.0, 0.0], [0.5, -0.2, 0.7], [0.8, 0.8, 0.3], [-0.7, 0.6, 0.1], [-0.7, 0.3, -0.4], [0.1, -0.2, -1.3], [-0.2, 1.0, 0.3], [0.0, -0.2, -0.2], [0.2, -0.1, 0.1], [0.1, 0.1, 0.0], [-0.3, -0.2, -0.3], [-0.2, 0.2, 0.0], [0.5, -0.1, -0.5], [-0.2, 0.0, 0.0], [-0.3, -0.4, 0.0], [-0.6, 0.5, -0.7], [0.2, 0.1, 0.0], [0.0, -0.7, 0.2], [-0.2, -0.1, 0.1], [0.7, 0.5, -0.7], [0.1, -0.1, 0.5], [0.0, 0.3, 0.4], [0.1, 0.0, -0.7], [-0.5, -0.8, 1.0], [0.1, -0.7, 1.1], [0.0, -0.1, -0.4], [-0.1, 0.3, 0.1], [0.0, -0.3, 0.3], [0.0, 0.0, -0.4], [0.2, 0.2, 0.1], [0.0, -0.1, -0.4], [-0.3, 0.1, 0.0], [0.3, 0.0, 0.0], [-0.1, -0.1, 0.3], [0.0, 0.2, 0.0], [0.2, 0.2, 0.0], [0.0, -0.2, 0.3]]
}



(2)
{
  "formula": "C11H20Br24InNO3P",
  "method": "ωB97M-V/def2-TZVPD",
  "charge": -1,
  "lumo_ev": 1.21,
  "orbital_gap_ev": 6.275,
  "multiplicity": 1,
  "symbols": ["C", "C", "C", "O", "In", "P", "N", "O", "O", "H", "H", "H", "H", "H", "H", "H", "H", "H", "H", "H", "H", "C", "Br", "Br", "Br", "H", "C", "Br", "Br", "Br", "H", "C", "Br", "Br", "Br", "H", "C", "Br", "Br", "Br", "H", "C", "Br", "Br", "Br", "H", "C", "Br", "Br", "Br", "H", "C", "Br", "Br", "Br", "H", "C", "Br", "Br", "Br", "H"],
  "coordinates": [[1.226043, -3.218816, 2.496473], [-0.115922, -3.568260, 1.829049], [-0.057766, -4.584008, 0.681229], [-0.039788, -3.973213, -0.593213], [1.773772, -4.135120, -1.639091], [2.732533, -1.732763, -1.727762], [3.853691, -1.417990, -0.663185], [3.346496, -1.401445, -3.212082], [1.482266, -0.715560, -1.675246], [1.270516, -3.558103, 3.531607], [2.065797, -3.664752, 1.958965], [1.339111, -2.138651, 2.447310], [-0.817816, -3.943062, 2.580404], [-0.523544, -2.653331, 1.410097], [-0.943754, -5.233715, 0.748313], [0.821832, -5.229533, 0.821723], [2.903432, -5.082112, -0.697125], [1.467591, -4.777289, -3.229262], [3.597767, -0.677748, -0.019423], [4.298185, -1.294968, -3.112836], [1.735209, 0.125811, -1.278546], [-2.366560, 0.128388, -1.079146], [-1.478393, -1.540333, -0.842019], [-4.018347, 0.258139, -0.103691], [-1.217915, 1.636160, -0.666721], [-2.622439, 0.218090, -2.123788], [-6.865494, 3.484195, -1.468809], [-8.092302, 2.789027, -0.162105], [-5.269204, 4.159035, -0.642701], [-6.463908, 2.181167, -2.820589], [-7.352750, 4.314533, -1.956605], [-4.291681, -0.319398, -5.833319], [-3.300384, 0.885699, -4.714632], [-3.175678, -1.116987, -7.178044], [-5.200325, -1.644082, -4.782472], [-5.044605, 0.262602, -6.343118], [-0.506167, 1.358159, 3.211412], [-2.099660, 0.317427, 3.454470], [-0.566731, 3.005024, 4.209897], [1.072429, 0.344994, 3.612808], [-0.461643, 1.630466, 2.166207], [6.081776, 0.735015, 1.019065], [6.852683, -0.944544, 1.515165], [4.396944, 1.023540, 1.887782], [7.292015, 2.199658, 1.357122], [5.892327, 0.706419, -0.044393], [3.116369, 3.579549, 5.567647], [3.328952, 4.606935, 3.958166], [4.337784, 2.104166, 5.627611], [3.276770, 4.694913, 7.128360], [2.111342, 3.179376, 5.560607], [-1.881000, 6.892574, 4.436986], [-2.800605, 6.358541, 2.836937], [-2.670727, 6.095915, 5.997813], [-0.004016, 6.502965, 4.332321], [-1.988468, 7.962454, 4.530917], [0.034579, -2.941131, -6.475646], [1.305318, -2.228927, -5.237908], [0.862393, -3.427034, -8.152805], [-0.957258, -4.413637, -5.739695], [-0.681074, -2.164429, -6.700489]],
  "forces_ev_per_angstrom": [[-0.1, 0.0, -0.4], [0.1, -0.2, 0.1], [-0.2, 0.1, -0.3], [0.4, 0.0, 0.3], [0.0, -0.2, -0.2], [0.2, -0.7, 0.5], [0.0, 0.3, -0.1], [0.0, -0.1, -0.4], [-0.4, 0.4, 0.0], [0.0, 0.1, 0.0], [0.0, 0.0, 0.0], [0.3, -0.1, 0.3], [0.0, 0.1, 0.0], [-0.3, 0.0, 0.1], [0.0, 0.0, -0.1], [0.0, -0.1, 0.1], [-0.1, 0.1, 0.1], [-0.1, 0.1, 0.0], [0.1, -0.1, 0.1], [0.2, 0.1, 0.1], [0.0, 0.2, 0.0], [0.1, -0.2, -0.1], [-0.1, -0.2, 0.0], [-0.2, 0.0, 0.1], [0.0, 0.1, 0.0], [0.0, 0.1, 0.0], [0.0, 0.0, 0.0], [0.0, 0.0, 0.0], [0.1, 0.0, 0.0], [0.0, 0.0, 0.0], [0.0, 0.0, 0.0], [0.0, 0.0, 0.1], [0.1, 0.1, 0.0], [-0.1, 0.0, -0.1], [0.0, 0.0, 0.0], [0.0, 0.0, 0.0], [0.0, 0.0, -0.1], [0.0, 0.0, 0.0], [0.0, 0.0, 0.0], [0.1, 0.1, 0.1], [0.0, 0.0, 0.0], [0.0, -0.1, -0.1], [0.0, 0.0, 0.0], [-0.1, 0.1, 0.1], [0.0, 0.1, 0.0], [0.0, -0.1, 0.0], [0.0, 0.0, 0.0], [0.0, 0.0, -0.1], [0.0, 0.0, 0.0], [0.0, 0.0, 0.0], [0.0, 0.0, 0.0], [0.0, 0.0, 0.0], [0.0, 0.0, 0.0], [0.0, 0.0, 0.0], [0.1, 0.1, 0.0], [0.0, 0.0, 0.0], [0.0, 0.1, 0.1], [0.0, 0.0, -0.1], [0.0, 0.0, -0.1], [0.0, 0.0, 0.0], [0.0, 0.0, 0.0]]
}



(3)
{
  "formula": "C11H20Cl3N5O6",
  "method": "ωB97M-V/def2-TZVPD",
  "charge": 0,
  "lumo_ev": -1.70,
  "orbital_gap_ev": 6.503,
  "multiplicity": 1,
  "symbols": ["C", "C", "O", "N", "C", "C", "O", "N", "C", "C", "C", "N", "C", "N", "N", "C", "Cl", "C", "C", "Cl", "H", "H", "H", "H", "H", "H", "H", "H", "H", "H", "H", "H", "H", "H", "H", "H", "H", "H", "H", "H", "O", "Cl", "O", "O", "O"],
  "coordinates": [[2.926820, -0.616576, 1.858239], [1.477465, -0.840135, 1.579141], [0.640116, -0.879723, 2.442704], [1.149216, -0.942191, 0.167490], [1.316687, -2.277727, -0.409697], [1.418166, -2.414660, -1.888297], [1.438896, -3.205736, 0.356280], [0.006179, -0.248970, -0.207694], [0.238581, 0.994163, -0.980405], [0.286780, 2.212969, -0.050908], [-0.254757, 3.501094, -0.704755], [-1.629970, 3.827049, -0.321442], [-1.180025, -0.637287, 0.113936], [-1.340949, -1.822438, 0.788460], [-2.277323, 0.132958, -0.309281], [-3.040230, 0.766802, 0.711099], [-2.595711, 0.593698, 2.366151], [-4.100021, 1.510882, 0.397779], [-5.002664, 2.202387, 1.351480], [-4.502904, 1.695266, -1.274371], [3.048728, 0.416796, 2.148341], [3.262504, -1.284724, 2.635698], [3.513765, -0.822287, 0.972012], [1.899090, -3.361836, -2.049000], [0.437600, -2.411705, -2.356453], [2.079349, -1.656486, -2.288357], [-0.466915, 1.084984, -1.791278], [1.212337, 0.867705, -1.421406], [-0.172960, 2.010975, 0.908392], [1.332615, 2.388852, 0.177774], [0.417732, 4.312174, -0.466865], [-0.200118, 3.349500, -1.774709], [-1.833127, 3.436990, 0.585083], [-2.252376, 3.415556, -0.998350], [-2.280172, -2.154367, 0.603070], [-1.258804, -1.735891, 1.797172], [-2.866520, -0.391371, -0.946241], [-5.446311, 3.065655, 0.882415], [-4.476810, 2.524467, 2.235236], [-5.802650, 1.523690, 1.623352], [3.946250, -3.603485, -2.303613], [4.989072, -3.635522, -1.290861], [6.270541, -3.453898, -1.914023], [4.940253, -4.891142, -0.592454], [4.732576, -2.546453, -0.360844]],
  "forces_ev_per_angstrom": [[-0.1, -0.7, -0.8], [0.3, -0.2, 1.0], [-0.3, 0.4, -0.6], [-0.1, 0.2, 0.2], [0.5, -1.8, 0.9], [-0.3, 0.4, 0.3], [0.0, 1.4, -0.6], [0.0, 0.5, -0.9], [0.3, 0.2, 0.6], [0.6, 0.4, -0.5], [-0.2, -0.7, 0.6], [0.4, 0.1, -0.5], [0.0, -0.8, 0.7], [-1.2, 0.2, -0.3], [0.5, -0.3, 0.2], [-0.6, 0.3, -0.4], [0.3, -0.1, 0.0], [0.3, 0.1, 0.0], [-0.1, -0.2, -0.1], [0.0, -0.1, -0.2], [0.1, 0.3, 0.2], [0.0, 0.0, 0.4], [0.2, 0.0, -0.2], [0.1, -0.4, -0.2], [-0.2, 0.2, -0.1], [0.0, 0.2, -0.2], [-0.5, -0.1, 0.1], [0.3, -0.3, -0.2], [-0.4, 0.0, 0.2], [0.3, 0.0, 0.2], [0.1, 0.3, 0.1], [-0.1, 0.3, -0.4], [-0.2, 0.0, 0.2], [-0.4, -0.1, 0.1], [-0.1, -0.2, 0.1], [0.9, -0.2, 0.0], [-0.1, 0.1, -0.2], [-0.1, 0.3, -0.2], [0.1, 0.0, 0.3], [-0.3, -0.1, 0.2], [0.2, -0.1, -0.1], [0.0, -0.1, 0.0], [-0.1, 0.1, 0.1], [0.0, 0.1, 0.0], [-0.1, 0.2, 0.1]]
}